2 unconnected molecules or ions with the total composition C3H11N3 at a distorted geometry, computed with ωB97M-V/def2-TZVPD.

## Properties
Kohn-Sham gap: 9.7 eV
charge: 0
LUMO: 0.95 eV
energy above the lowest of the compared OMol25 structures with the same formula, charge and spin: 98.3 kcal/mol

Positions of all 17 atoms, in Å:
C (-1.90, -0.29, 0.54)
C (1.03, 1.49, -0.39)
C (-1.03, -1.05, -0.36)
N (2.91, -1.38, 0.26)
N (2.26, -0.31, 0.20)
N (1.41, 0.13, -0.60)
H (-3.06, -0.36, 0.46)
H (-1.64, -0.46, 1.59)
H (-1.92, 0.85, 0.29)
H (1.58, 2.01, 0.38)
H (1.30, 2.10, -1.21)
H (0.02, 1.64, -0.06)
H (-1.51, -1.61, -1.10)
H (-0.35, -0.41, -0.91)
H (-0.34, -1.69, 0.18)
H (2.80, -1.89, -0.60)
H (2.44, 0.37, 0.95)

A single C7H14 molecule at a distorted geometry, computed with ωB97M-V/def2-TZVPD.

## Properties
Kohn-Sham gap: 9.6 eV
charge: 0
SMILES string: C/C=C(\C)CCC
LUMO: 1.09 eV
energy above the lowest of the compared OMol25 structures with the same formula, charge and spin: 28.1 kcal/mol

Positions of all 21 atoms, in Å:
C (-2.40, -0.46, 0.34)
C (-1.35, -1.50, 0.00)
C (0.03, -1.26, 0.61)
C (0.69, 0.02, 0.17)
C (0.29, 0.75, -0.89)
C (1.02, 1.90, -1.46)
C (1.87, 0.38, 1.03)
H (-3.35, -0.87, 0.72)
H (-2.56, 0.27, -0.44)
H (-2.06, 0.03, 1.27)
H (-1.25, -1.72, -1.06)
H (-1.68, -2.52, 0.32)
H (0.78, -2.01, 0.24)
H (0.21, -1.49, 1.65)
H (-0.61, 0.41, -1.38)
H (0.48, 2.64, -2.06)
H (1.74, 1.53, -2.20)
H (1.59, 2.38, -0.67)
H (2.76, -0.18, 0.72)
H (1.72, 0.22, 2.10)
H (2.08, 1.45, 0.99)

A single C8H8 molecule at a distorted geometry, computed with ωB97M-V/def2-TZVPD.

## Properties
Kohn-Sham gap: 7.5 eV
charge: 0
LUMO: -1.09 eV
energy above the lowest of the compared OMol25 structures with the same formula, charge and spin: 181.4 kcal/mol

Positions of all 16 atoms, in Å:
C (-0.88, 1.62, 0.71)
C (-0.97, 0.60, 1.95)
C (-0.22, 0.70, -0.16)
C (0.22, 1.05, -1.36)
C (0.00, -0.81, 0.40)
C (-0.68, -0.45, 2.95)
C (-1.02, -0.85, 1.55)
C (1.07, 0.24, -2.31)
H (-0.25, 2.00, -1.79)
H (-0.12, -1.46, -0.41)
H (0.95, -1.00, 0.78)
H (0.05, -0.41, 3.65)
H (-2.03, -1.31, 1.38)
H (0.50, -0.46, -2.93)
H (1.57, -0.39, -1.61)
H (1.79, 0.91, -2.80)

A molecular structure, C31H25BrCl2IN3O2SbTc at a distorted geometry, computed with ωB97M-V/def2-TZVPD.

## Properties
multiplicity: 4
Kohn-Sham gap (alpha / beta): 5.7 / 3.6 eV
<S²>: 3.79
charge: +3
LUMO (alpha / beta): -9.63 / -11.71 eV
energy above the lowest of the compared OMol25 structures with the same formula, charge and spin: 9.0 kcal/mol

Positions of all 67 atoms, in Å:
Tc (-1.29, 0.31, -0.02)
C (-0.37, -2.85, -0.80)
C (-0.41, -2.63, 0.68)
C (-0.06, -3.62, 1.58)
C (-0.09, -3.36, 2.94)
C (-0.47, -2.09, 3.39)
C (-0.82, -1.13, 2.46)
N (-0.79, -1.42, 1.14)
Sb (-1.66, 0.73, 3.34)
C (-3.42, 0.08, 2.29)
C (-4.67, -0.20, 2.79)
C (-5.66, -0.65, 1.92)
C (-5.36, -0.83, 0.58)
C (-4.08, -0.55, 0.14)
C (-3.63, -0.75, -1.28)
N (-3.14, -0.09, 0.98)
C (-1.77, 2.42, 1.89)
C (-1.92, 3.65, 2.49)
C (-2.21, 4.77, 1.70)
C (-2.35, 4.61, 0.33)
C (-2.18, 3.35, -0.24)
C (-2.38, 3.14, -1.71)
N (-1.88, 2.30, 0.54)
H (0.49, -3.46, -1.07)
H (-0.26, -1.90, -1.34)
H (-1.26, -3.37, -1.17)
H (0.25, -4.59, 1.21)
H (0.18, -4.13, 3.65)
H (-0.48, -1.87, 4.45)
H (-4.88, -0.06, 3.84)
H (-6.65, -0.87, 2.29)
H (-6.10, -1.19, -0.12)
H (-4.34, -0.35, -2.00)
H (-3.47, -1.81, -1.50)
H (-2.68, -0.23, -1.52)
H (-1.84, 3.75, 3.57)
H (-2.34, 5.74, 2.15)
H (-2.59, 5.45, -0.30)
H (-1.95, 3.97, -2.29)
H (-3.44, 3.11, -1.95)
H (-1.93, 2.21, -2.06)
Cl (4.97, 4.10, -0.33)
C (3.64, 3.18, 0.06)
C (3.31, 2.95, 1.41)
C (2.22, 2.19, 1.73)
Cl (1.84, 1.91, 3.36)
C (1.37, 1.61, 0.69)
O (0.38, 0.91, 1.02)
C (1.76, 1.86, -0.67)
C (1.04, 1.22, -1.75)
O (-0.02, 0.60, -1.59)
C (2.86, 2.61, -0.98)
H (3.92, 3.38, 2.19)
H (1.45, 1.28, -2.76)
H (3.15, 2.75, -2.01)
Br (3.56, -0.54, -3.99)
C (4.51, -2.01, -3.26)
C (5.31, -2.72, -4.14)
C (6.05, -3.81, -3.68)
C (5.98, -4.19, -2.35)
C (5.18, -3.49, -1.47)
C (4.44, -2.40, -1.93)
I (3.28, -1.40, -0.51)
H (5.37, -2.42, -5.18)
H (6.67, -4.36, -4.37)
H (6.55, -5.04, -2.00)
H (5.13, -3.78, -0.43)

A gas-phase ion, C5H12N2O (charge +2) at a distorted geometry, computed with ωB97M-V/def2-TZVPD.

## Properties
Kohn-Sham gap: 11.4 eV
charge: +2
SMILES string: C=C([NH3+])C[C@H]([NH3+])C=O
LUMO: -7.27 eV
energy above the lowest of the compared OMol25 structures with the same formula, charge and spin: 25.2 kcal/mol

Positions of all 20 atoms, in Å:
O (1.28, 1.17, -2.71)
C (0.69, 0.33, -2.10)
C (0.98, 0.11, -0.63)
C (-0.25, 0.65, 0.24)
C (-0.97, -0.48, 0.94)
C (-0.81, -0.93, 2.15)
N (-2.17, -1.01, 0.12)
N (2.20, 0.94, -0.25)
H (-0.20, -0.18, -2.58)
H (1.17, -0.94, -0.40)
H (0.18, 1.26, 1.03)
H (-0.88, 1.21, -0.44)
H (-0.19, -0.56, 2.98)
H (-1.48, -1.64, 2.66)
H (-1.84, -1.28, -0.82)
H (-2.68, -0.16, -0.11)
H (-2.46, -1.92, 0.49)
H (2.68, 1.20, -1.13)
H (2.77, 0.39, 0.39)
H (1.97, 1.84, 0.18)

A molecular structure, C37H88Br3Cl6N5 at a distorted geometry, computed with ωB97M-V/def2-TZVPD.

## Properties
Kohn-Sham gap: 8.1 eV
charge: 0
LUMO: -0.07 eV

Positions of all 139 atoms, in Å:
C (2.24, -0.98, -4.66)
Br (2.91, -2.23, -3.29)
Br (0.99, 0.19, -3.78)
Br (1.64, -1.83, -6.29)
H (3.11, -0.34, -4.88)
Cl (-0.10, -5.43, -1.35)
C (1.15, -5.50, -2.69)
C (0.58, -4.92, -3.94)
Cl (-0.59, -5.94, -4.68)
H (1.48, -6.54, -2.76)
H (1.95, -4.76, -2.41)
H (1.37, -4.79, -4.65)
H (0.08, -4.00, -3.80)
Cl (-0.61, 3.07, 2.16)
C (-1.60, 2.88, 0.73)
C (-0.78, 3.17, -0.55)
Cl (0.60, 2.09, -0.87)
H (-2.37, 3.58, 0.79)
H (-1.92, 1.84, 0.64)
H (-0.45, 4.23, -0.63)
H (-1.46, 3.04, -1.41)
Cl (3.85, 2.25, 0.80)
C (2.88, 2.44, 2.33)
C (3.27, 1.35, 3.31)
Cl (4.74, 1.64, 4.25)
H (1.84, 2.42, 2.04)
H (3.06, 3.40, 2.73)
H (3.29, 0.37, 2.89)
H (2.52, 1.33, 4.13)
C (6.16, -1.97, -1.47)
C (5.79, -3.13, -0.55)
N (4.35, -3.33, -0.33)
C (4.06, -4.73, 0.07)
C (4.60, -5.30, 1.38)
C (3.70, -2.45, 0.57)
C (2.32, -1.99, 0.35)
H (7.19, -1.57, -1.29)
H (5.64, -0.96, -1.38)
H (6.05, -2.18, -2.54)
H (6.26, -3.99, -1.05)
H (6.29, -3.08, 0.37)
H (2.95, -4.72, 0.17)
H (4.24, -5.48, -0.73)
H (4.26, -4.88, 2.29)
H (4.46, -6.37, 1.47)
H (5.72, -5.25, 1.35)
H (4.36, -1.62, 0.61)
H (3.73, -2.92, 1.62)
H (2.20, -1.50, -0.64)
H (2.10, -1.30, 1.13)
H (1.68, -2.93, 0.40)
C (1.36, 7.52, 1.20)
C (1.00, 6.19, 0.43)
N (0.45, 6.31, -0.93)
C (1.33, 6.58, -2.00)
C (2.13, 5.35, -2.40)
C (-0.69, 7.19, -0.95)
C (-1.83, 6.66, -0.05)
H (0.56, 8.09, 1.48)
H (2.19, 8.10, 0.65)
H (1.84, 7.20, 2.11)
H (1.95, 5.59, 0.29)
H (0.34, 5.71, 1.11)
H (2.06, 7.37, -1.86)
H (0.70, 6.80, -2.88)
H (2.82, 5.00, -1.61)
H (2.63, 5.50, -3.37)
H (1.44, 4.54, -2.53)
H (-0.38, 8.16, -0.62)
H (-1.14, 7.23, -1.97)
H (-2.86, 6.95, -0.35)
H (-1.85, 5.59, -0.16)
H (-1.69, 6.90, 1.00)
C (-1.92, -5.44, 3.36)
C (-0.70, -5.86, 2.52)
N (0.44, -6.37, 3.33)
C (1.02, -5.47, 4.30)
C (1.51, -4.13, 3.72)
C (0.19, -7.65, 3.98)
C (1.49, -8.40, 4.36)
H (-2.16, -6.24, 4.08)
H (-2.86, -5.26, 2.80)
H (-1.74, -4.58, 3.90)
H (-0.85, -6.67, 1.80)
H (-0.40, -5.00, 1.92)
H (0.35, -5.31, 5.21)
H (1.92, -6.03, 4.74)
H (1.98, -3.55, 4.52)
H (2.37, -4.23, 3.00)
H (0.70, -3.64, 3.26)
H (-0.33, -8.27, 3.23)
H (-0.39, -7.48, 4.88)
H (1.29, -9.44, 4.57)
H (1.90, -7.99, 5.26)
H (2.23, -8.47, 3.57)
C (-2.07, -0.67, -1.27)
C (-1.91, -0.97, 0.20)
N (-2.73, -0.22, 1.13)
C (-4.15, -0.27, 0.93)
C (-4.79, 1.10, 1.25)
C (-2.48, -0.65, 2.43)
C (-1.11, -0.43, 3.05)
H (-3.07, -0.68, -1.71)
H (-1.44, -1.42, -1.82)
H (-1.73, 0.32, -1.52)
H (-2.11, -2.10, 0.24)
H (-0.86, -0.91, 0.50)
H (-4.32, -0.55, -0.08)
H (-4.58, -1.07, 1.52)
H (-4.36, 1.82, 0.61)
H (-5.87, 1.21, 1.14)
H (-4.43, 1.41, 2.22)
H (-2.71, -1.71, 2.49)
H (-3.21, -0.18, 3.13)
H (-0.98, -1.02, 3.96)
H (-0.89, 0.60, 3.25)
H (-0.38, -0.77, 2.26)
C (-1.72, 3.70, -3.99)
C (-3.19, 3.92, -4.13)
N (-3.97, 3.68, -2.84)
C (-4.17, 2.28, -2.59)
C (-4.97, 1.47, -3.63)
C (-5.14, 4.46, -2.84)
C (-5.33, 5.29, -1.57)
H (-1.43, 2.76, -3.74)
H (-1.36, 4.44, -3.18)
H (-1.17, 3.98, -4.92)
H (-3.39, 4.97, -4.36)
H (-3.68, 3.31, -4.94)
H (-3.15, 1.91, -2.59)
H (-4.65, 2.20, -1.60)
H (-4.58, 1.56, -4.63)
H (-4.97, 0.40, -3.35)
H (-5.96, 1.87, -3.68)
H (-6.03, 3.82, -3.04)
H (-5.03, 5.15, -3.68)
H (-4.68, 6.17, -1.50)
H (-5.13, 4.73, -0.65)
H (-6.35, 5.65, -1.34)